(1)
DFT (ωB97M-V/def2-TZVPD) results for the molecule C17H30FN3O6S.

SMILES = C[C@@H](CC(=O)N1CC(F)(C(=O)N(CCS(=O)(=O)O)CC(N)=O)C1)CC(C)(C)C
2S+1 = 1
Frontier orbital gap = 0.358 hartree
LUMO energy = 0.0098 hartree
Energy relative to the best compared isomer or geometry (same formula, charge and spin) = 0.184 eV

Each line ends with the natural charge from an NBO analysis.
Geometry (Å):
1 S 2.079 -4.242 -0.629  2.39
2 F 2.633 1.537 2.695  -0.36
3 O 0.381 -0.140 3.661  -0.62
4 O 2.172 -5.314 0.309  -0.93
5 O 2.650 -4.333 -1.934  -0.93
6 O 0.946 -0.461 0.333  -0.64
7 O 0.523 -3.949 -0.764  -0.89
8 O 0.788 3.186 -1.798  -0.63
9 N 0.893 2.724 0.391  -0.43
10 N 2.306 -1.177 1.988  -0.44
11 N 1.653 -0.317 5.519  -0.81
12 C -1.292 3.220 -0.611  -0.48
13 C -3.601 -0.662 -2.076  -0.61
14 C 2.016 -2.527 1.489  -0.22
15 C -2.137 -0.254 -2.259  -0.03
16 C 2.677 -2.763 0.136  -0.69
17 C 1.630 -0.197 1.307  0.69
18 C -1.887 0.163 -3.708  -0.62
19 C -2.029 2.325 -1.617  -0.22
20 C 0.205 3.045 -0.736  0.70
21 C 2.218 2.108 0.366  -0.22
22 C -3.514 2.672 -1.623  -0.61
23 C -1.272 -1.482 -1.939  -0.63
24 C 2.593 -1.055 3.407  -0.31
25 C 1.814 1.279 1.606  0.26
26 C 1.427 -0.451 4.193  0.68
27 C 0.475 2.037 1.622  -0.22
28 C -1.714 0.864 -1.282  -0.40
29 H -1.379 -1.755 -0.885  0.22
30 H 0.342 -3.363 -1.518  0.52
31 H 0.937 -2.665 1.400  0.23
32 H 0.394 2.700 2.484  0.22
33 H 3.756 -2.899 0.221  0.25
34 H -1.640 3.016 0.405  0.20
35 H 2.802 -2.048 3.803  0.23
36 H 2.396 -3.251 2.205  0.22
37 H 3.477 -0.442 3.584  0.24
38 H -0.858 0.504 -3.846  0.22
39 H -0.216 -1.257 -2.120  0.21
40 H 2.473 -1.951 -0.558  0.26
41 H -0.402 1.402 1.533  0.23
42 H -3.658 3.751 -1.710  0.21
43 H 2.418 1.554 -0.549  0.23
44 H -3.783 -0.992 -1.050  0.21
45 H -4.289 0.154 -2.292  0.21
46 H -2.060 -0.680 -4.382  0.21
47 H -2.129 0.632 -0.291  0.20
48 H -3.850 -1.490 -2.744  0.21
49 H -2.553 0.972 -4.013  0.21
50 H -4.000 2.341 -0.700  0.20
51 H -1.606 2.561 -2.597  0.22
52 H 2.554 -0.501 5.923  0.40
53 H 0.956 0.142 6.080  0.41
54 H -0.629 0.781 -1.168  0.22
55 H -1.574 -2.330 -2.559  0.20
56 H -4.036 2.209 -2.459  0.21
57 H 3.031 2.801 0.587  0.21
58 H -1.508 4.269 -0.828  0.24

(2)
DFT (ωB97M-V/def2-TZVPD) results for the molecule C17H30FN3O6S.

SMILES = C[C@@H](CC(=O)N1CC(F)(C(=O)N(CCS(=O)(=O)O)CC(N)=O)C1)CC(C)(C)C
2S+1 = 1
Frontier orbital gap = 0.357 hartree
LUMO energy = 0.0124 hartree
Energy relative to the best compared isomer or geometry (same formula, charge and spin) = 0.356 eV

Each line ends with the natural charge from an NBO analysis.
Geometry (Å):
1 S 4.605 2.310 -1.317  2.39
2 F -2.102 2.999 -0.762  -0.35
3 O -3.435 -1.880 -0.672  -0.62
4 O 0.684 1.244 0.279  -0.63
5 O 4.930 3.678 -1.553  -0.93
6 O 5.333 1.247 -1.934  -0.93
7 O 4.691 2.099 0.264  -0.89
8 O -0.854 1.796 -3.455  -0.62
9 N 0.616 2.958 -1.173  -0.42
10 N -1.994 3.744 -3.536  -0.80
11 N -2.392 -0.019 0.008  -0.44
12 C -2.975 -1.712 1.673  -0.48
13 C -0.967 2.963 -3.139  0.67
14 C 2.880 2.087 -1.614  -0.70
15 C -2.010 0.577 -1.263  -0.21
16 C 0.871 -4.128 1.580  -0.61
17 C -1.815 -2.692 1.913  -0.22
18 C -0.443 -1.995 1.987  -0.40
19 C -2.037 1.141 0.818  -0.22
20 C 0.024 1.967 -0.452  0.67
21 C 0.702 -2.656 1.201  -0.05
22 C 0.434 -2.534 -0.302  -0.61
23 C -1.486 1.796 -0.464  0.26
24 C -2.095 -3.508 3.174  -0.60
25 C -2.981 -1.217 0.245  0.69
26 C 1.996 -1.906 1.528  -0.61
27 C 0.131 3.663 -2.350  -0.30
28 C 2.039 3.144 -0.904  -0.22
29 H 2.210 3.092 0.169  0.24
30 H -2.108 4.685 -3.209  0.40
31 H 2.623 1.084 -1.276  0.27
32 H 4.977 1.189 0.432  0.51
33 H -0.515 -0.970 1.619  0.21
34 H 2.234 -1.983 2.592  0.20
35 H -0.149 -1.910 3.040  0.20
36 H 2.330 4.140 -1.236  0.22
37 H -2.709 3.325 -4.106  0.41
38 H 2.763 2.126 -2.699  0.25
39 H 2.836 -2.322 0.964  0.20
40 H 1.731 -4.557 1.060  0.21
41 H -1.289 0.968 1.589  0.23
42 H -2.900 1.681 1.215  0.21
43 H 0.968 3.713 -3.052  0.23
44 H -0.484 -3.045 -0.601  0.21
45 H -0.142 4.692 -2.103  0.20
46 H -0.005 -4.721 1.309  0.21
47 H -2.163 -2.855 4.048  0.20
48 H 1.039 -4.241 2.654  0.20
49 H -2.839 0.816 -1.930  0.22
50 H -2.938 -0.888 2.393  0.20
51 H -1.817 -3.384 1.066  0.21
52 H 0.343 -1.482 -0.585  0.21
53 H -3.921 -2.234 1.821  0.23
54 H 1.901 -0.847 1.276  0.22
55 H -3.034 -4.057 3.090  0.21
56 H -1.250 0.014 -1.802  0.23
57 H -1.300 -4.230 3.361  0.21
58 H 1.256 -2.967 -0.876  0.21